# 1
Computed, not measured: H23O11 as an isolated structure in a non-equilibrium geometry, with the ωB97M-V functional and the def2-TZVPD basis.

Calculated values
charge: +1
ΔE to the lowest compared entry with this formula, charge and spin: 587.55 kJ/mol
strongest force on any atom: 10.33 eV Å⁻¹
DFT total energy: -22886.36448 eV
E_LUMO: -2.947 eV
frontier orbital gap: 0.4007 Eh

Each line ends with the Löwdin charge.
Atoms and positions in Å:
1 O -1.051 1.286 -2.729  -0.0796
2 H -0.346 0.766 -2.335  0.0018
3 H -1.379 0.984 -3.674  0.1581
4 O 1.370 -3.438 1.348  -0.1390
5 H 1.481 -3.282 2.303  0.0311
6 H 1.983 -4.267 1.072  0.1247
7 O 4.262 0.669 1.335  -0.1353
8 H 0.014 -1.679 -1.559  0.1678
9 H -0.056 1.073 2.233  0.0257
10 O -2.819 -2.536 -0.218  0.0857
11 H -2.634 -3.416 -0.382  0.0692
12 H -1.802 -1.515 0.090  0.1673
13 O -3.835 -0.816 2.072  -0.0594
14 H -4.159 -0.059 2.602  0.0715
15 H -3.362 -2.157 0.434  0.0325
16 O 1.808 3.029 -1.190  -0.0017
17 H 1.639 3.983 -0.858  0.1255
18 H 4.757 -0.251 1.363  0.1047
19 O 0.849 1.322 2.013  -0.0479
20 H 4.193 1.257 2.133  0.0599
21 O 2.423 0.763 -1.771  0.0677
22 H 3.201 0.822 -1.472  -0.0606
23 H 2.357 1.243 -2.562  0.0520
24 O -1.183 -0.714 0.761  -0.0517
25 H -0.287 -0.843 0.465  0.0291
26 H -1.505 0.198 0.043  0.1107
27 O 0.121 -0.680 -1.315  -0.0336
28 H -2.012 1.303 -1.427  0.0724
29 H 0.983 -0.487 -1.358  -0.0419
30 O -2.066 1.386 -0.391  -0.0536
31 H 1.274 2.656 -0.656  -0.1143
32 H -1.369 2.163 -0.230  0.1624
33 H -3.238 -1.158 2.769  0.0626
34 H 1.242 0.491 1.680  0.0364

=====

# 2
Computed, not measured: the molecule C11H22OSi in a non-equilibrium geometry, with the ωB97M-V functional and the def2-TZVPD basis.

Calculated values
ΔE to the lowest compared entry with this formula, charge and spin: 190.93 kJ/mol
strongest force on any atom: 4.50 eV Å⁻¹
DFT total energy: -21687.28596 eV
E_LUMO: 0.754 eV
structure (SMILES): CC=C=C(C)O[Si](C)(C)C(C)(C)C
frontier orbital gap: 0.3247 Eh

Each line ends with the Löwdin charge.
Atoms and positions in Å:
1 C -3.783 -0.543 1.814  -0.0892
2 C -3.883 0.224 0.459  -0.1312
3 C -2.963 0.027 -0.412  -0.0052
4 C -1.783 -0.036 -0.986  -0.4589
5 C -1.447 -0.958 -2.042  -0.0380
6 O -0.971 0.952 -0.620  -0.1197
7 Si 0.755 0.907 -0.736  0.6711
8 C 1.116 2.635 0.158  -0.1397
9 C 1.508 0.705 -2.490  -0.1461
10 C 1.517 -0.374 0.569  -0.6354
11 C 2.878 0.067 0.834  -0.1620
12 C 0.609 -0.393 1.813  -0.0597
13 C 1.646 -1.812 0.003  -0.0961
14 H -3.515 0.191 2.565  0.0620
15 H -4.688 -0.995 2.163  0.0485
16 H -2.983 -1.292 1.716  0.0677
17 H -4.756 0.946 0.369  0.1171
18 H -1.235 -0.455 -2.898  0.0375
19 H -0.588 -1.700 -1.781  0.1163
20 H -2.353 -1.581 -2.104  0.1045
21 H 0.338 2.685 0.936  0.0255
22 H 2.097 2.433 0.690  0.0098
23 H 1.253 3.616 -0.311  0.0221
24 H 2.275 -0.063 -2.384  0.0124
25 H 0.709 0.340 -3.140  0.0068
26 H 1.946 1.629 -3.005  0.0623
27 H 3.619 0.346 -0.014  0.1247
28 H 2.951 1.062 1.378  0.0749
29 H 3.296 -0.642 1.552  0.0835
30 H -0.295 -0.962 1.544  0.0836
31 H 0.508 0.585 2.192  0.0644
32 H 1.014 -1.033 2.536  0.0631
33 H 0.781 -2.472 -0.041  0.0678
34 H 2.021 -1.647 -0.990  0.0436
35 H 2.404 -2.392 0.663  0.1117

=====

# 3
Computed, not measured: the molecule C4H9NO2, with the ωB97M-V functional and the def2-TZVPD basis.

Calculated values
ΔE to the lowest compared entry with this formula, charge and spin: 476.28 kJ/mol
strongest force on any atom: 0.67 eV Å⁻¹
DFT total energy: -9875.12433 eV
E_LUMO: 0.755 eV
frontier orbital gap: 0.3111 Eh

Each line ends with the Löwdin charge.
Atoms and positions in Å:
1 C 0.641 -2.121 -0.430  -0.0497
2 C -0.093 -0.778 -0.393  -0.4700
3 O -1.331 -0.900 0.273  -0.0440
4 C 0.784 0.236 0.341  -0.0634
5 C -0.357 1.684 0.325  -0.3540
6 O 0.900 1.985 0.148  -0.0478
7 N -1.167 2.153 -0.644  0.1059
8 H 0.806 -2.489 0.589  0.0904
9 H 1.607 -2.039 -0.939  0.0826
10 H 0.043 -2.865 -0.970  0.0812
11 H -0.236 -0.418 -1.424  0.1429
12 H -1.819 -1.615 -0.156  0.0957
13 H 0.834 0.048 1.409  0.1225
14 H 1.776 0.177 -0.127  0.1151
15 H -0.795 2.725 -1.398  0.1007
16 H -2.161 2.005 -0.585  0.0920

=====

# 4
Computed, not measured: C14H39CuN3O8P as an isolated structure in a non-equilibrium geometry, with the ωB97M-V functional and the def2-TZVPD basis.

Calculated values
charge: -1
ΔE to the lowest compared entry with this formula, charge and spin: 0.00 kJ/mol
2S+1: 2
strongest force on any atom: 5.85 eV Å⁻¹
DFT total energy: -89928.78846 eV
E_LUMO (spin up / spin down): 2.551 / 2.550 eV
frontier orbital gap (spin up / spin down): 0.2382 / 0.2217 Eh

Each line ends with the Löwdin charge.
Atoms and positions in Å:
1 Cu 0.060 -0.965 0.235  0.3392
2 P -1.292 -2.864 -1.264  -0.1111
3 O -0.839 -4.368 -1.173  -0.3786
4 O -2.205 -2.695 -2.472  -0.2279
5 O -0.080 -2.023 -1.774  -0.2826
6 O -1.769 -2.292 0.021  -0.3821
7 C -1.357 2.565 2.678  -0.0716
8 C -2.339 1.552 2.066  -0.2712
9 O -1.656 0.706 1.126  -0.1121
10 H -1.173 3.382 1.980  0.0661
11 H -0.408 2.141 3.009  0.0670
12 H -1.864 3.031 3.522  0.0639
13 H -3.151 1.976 1.475  0.1141
14 H -2.739 0.918 2.858  0.0879
15 H -2.350 0.107 0.841  0.0714
16 C 0.527 1.214 -6.558  -0.0932
17 C 0.292 0.339 -5.353  -0.4085
18 C -0.333 1.124 -4.114  -0.2048
19 O -0.591 0.182 -3.118  -0.2225
20 C -1.379 0.733 -2.041  -0.0718
21 N -0.483 -0.867 -5.695  0.0532
22 H 1.130 2.077 -6.277  0.0637
23 H -0.362 1.657 -7.005  0.0750
24 H 1.184 0.686 -7.250  0.0722
25 H 1.231 -0.071 -4.982  0.1304
26 H -1.186 1.705 -4.465  0.1171
27 H 0.432 1.837 -3.806  0.0926
28 H -0.712 1.339 -1.427  0.0712
29 H -1.768 -0.070 -1.415  0.0589
30 H -2.230 1.277 -2.453  0.0931
31 H -0.060 -1.339 -6.481  0.0610
32 H -1.352 -0.566 -6.112  0.0653
33 C 1.054 -2.821 4.114  -0.0624
34 C -0.351 -2.780 3.495  -0.3934
35 C -1.157 -1.484 3.939  -0.1503
36 O -1.378 -1.546 5.375  -0.1893
37 C -2.153 -0.436 5.869  -0.1126
38 N -0.159 -2.679 2.084  0.0312
39 H 1.103 -2.909 5.199  0.0650
40 H 1.617 -1.907 3.925  0.0464
41 H 1.677 -3.655 3.790  0.0744
42 H -0.964 -3.665 3.668  0.1386
43 H -2.064 -1.430 3.337  0.1202
44 H -0.508 -0.645 3.690  0.1142
45 H -1.617 0.512 5.899  0.0790
46 H -2.559 -0.711 6.843  0.0774
47 H -3.058 -0.283 5.281  0.0713
48 H -1.009 -2.599 1.544  0.0127
49 H 0.110 -3.560 1.669  0.0945
50 C 2.736 2.310 -2.000  -0.0652
51 C 2.511 1.267 -0.846  -0.3851
52 C 1.846 1.836 0.450  -0.1523
53 O 1.460 0.789 1.386  -0.2275
54 C 2.575 0.219 2.102  -0.0765
55 N 1.779 0.141 -1.414  0.0767
56 H 3.544 3.026 -1.843  0.0619
57 H 1.792 2.741 -2.333  0.0584
58 H 3.152 1.802 -2.870  0.0679
59 H 3.542 1.018 -0.590  0.1195
60 H 0.946 2.353 0.118  0.1113
61 H 2.486 2.584 0.918  0.1193
62 H 3.166 0.899 2.716  0.0868
63 H 3.317 -0.189 1.416  0.0813
64 H 2.162 -0.676 2.566  0.0590
65 H 0.972 0.437 -1.944  0.0260
66 H 2.259 -0.388 -2.127  0.0962